The ion C5H13N with charge -1 in a non-equilibrium geometry. Source: the OMol25 dataset; level of theory: wB97M-V/def2-TZVPD.

Its net charge is -1. As for the molar mass: 87.2 g mol⁻¹. The total energy is -6882.3946 eV. The value obtained for the gap between HOMO and LUMO (spin up / spin down) is 2.71 / 9.88 eV. As for the spin multiplicity: 2. The calculation puts the LUMO energy (spin up / spin down) at 4.1 / 4.1 eV. For the energy relative to the best compared isomer or geometry (same formula, charge and spin), the calculation gives 2.1270 eV. The highest occupied orbital energy (spin up / spin down) is 1.414 / -5.806 eV. Its expectation value of S² is 0.750. For the maximum force, the calculation gives 4.047 eV Å⁻¹.

Each atom is followed by the atoms it is bonded to, with distances in Å.
Cartesian coordinates (Å):
1 C -0.34 1.77 -1.50  C2 1.522, H7 1.163, H8 1.073, H9 1.174
2 C -0.23 1.10 -0.15  C1 1.522, C3 1.522, N6 1.532, H10 1.050
3 C -0.13 -0.42 -0.16  C2 1.522, C4 1.585, H11 1.173, H12 1.121
4 C 1.07 -0.80 0.81  C3 1.585, C5 1.609, H13 1.075, H14 1.127
5 C 0.94 -2.39 0.69  C4 1.609, H15 1.152, H16 1.182, H17 1.126
6 N -1.39 1.56 0.75  C2 1.532, H18 0.971, H19 1.035
7 H 0.24 1.03 -2.18  C1 1.163
8 H 0.16 2.72 -1.51  C1 1.073
9 H -1.47 1.81 -1.82  C1 1.174
10 H 0.63 1.47 0.32  C2 1.050
11 H -0.09 -0.96 -1.20  C3 1.173
12 H -1.04 -0.88 0.31  C3 1.121
13 H 0.73 -0.58 1.81  C4 1.075
14 H 2.17 -0.55 0.70  C4 1.127
15 H 1.11 -2.67 -0.42  C5 1.152
16 H -0.06 -2.67 1.27  C5 1.182
17 H 1.78 -2.65 1.39  C5 1.126
18 H -1.91 2.21 0.25  N6 0.971
19 H -2.19 0.91 0.64  N6 1.035